Computed, not measured: the molecule C3H7N5 at a distorted geometry, with ωB97M-V with the def2-TZVPD basis set.

XYZ file:
```
15
Properties=species:S:1:pos:R:3:mulliken_charge:R:1
H -2.68 0.68 0.70 0.22
N -2.60 -0.35 0.41 -0.68
C -1.39 -0.68 -0.02 0.40
N -0.94 -2.00 -0.16 -0.47
C 0.30 -1.97 -0.29 0.07
N 0.85 -0.60 -0.21 0.19
N 1.99 -0.43 0.53 -0.71
N -0.29 0.23 0.08 -0.01
C -0.19 1.66 -0.34 -0.66
H 1.02 -2.86 -0.36 0.33
H 1.74 0.10 1.40 0.28
H 2.53 0.23 -0.12 0.28
H -1.12 2.31 -0.19 0.25
H -0.10 1.59 -1.52 0.29
H 0.87 2.10 0.10 0.22
```

Energy relative to the best compared isomer or geometry (same formula, charge and spin): 3.670 eV
SMILES: [H]/N=c1/ncn(N)n1C
Multiplicity: 1

***

Computed, not measured: a structure of composition C3H7NO, with ωB97M-V with the def2-TZVPD basis set.

XYZ file:
```
12
Properties=species:S:1:pos:R:3:mulliken_charge:R:1
C 0.59 0.27 0.41 -0.62
C 0.38 -1.13 0.95 -0.97
H 0.49 -1.86 0.15 0.31
H 1.12 -1.37 1.73 0.32
H 1.56 0.44 -0.05 0.34
H 0.54 1.01 1.24 0.39
H -0.43 1.12 0.09 0.33
H -0.61 -1.25 1.39 0.28
N -1.16 1.37 -1.00 -0.50
C -0.44 0.32 -1.24 0.40
O -0.19 -0.57 -1.98 -0.47
H -1.85 1.66 -1.70 0.20
```

Energy relative to the best compared isomer or geometry (same formula, charge and spin): 3.697 eV
Multiplicity: 1

***

Computed, not measured: the molecule C3H7NO, with ωB97M-V with the def2-TZVPD basis set.

XYZ file:
```
12
Properties=species:S:1:pos:R:3:mulliken_charge:R:1
C -1.54 0.24 -0.01 -1.09
C -0.27 -0.51 0.39 -0.22
C 0.93 0.37 0.08 0.47
N 1.81 -0.09 -0.84 -0.38
O 1.06 1.47 0.60 -0.62
H -2.43 -0.16 0.48 0.31
H -1.42 1.29 0.27 0.31
H -1.69 0.19 -1.09 0.30
H -0.20 -1.49 -0.10 0.25
H -0.26 -0.68 1.48 0.24
H 1.72 -0.99 -1.28 0.20
H 2.57 0.52 -1.11 0.23
```

Energy relative to the best compared isomer or geometry (same formula, charge and spin): 0.040 eV
SMILES: CCC(N)=O
Multiplicity: 1

***

Computed, not measured: the molecule C3H7NO at a distorted geometry, with ωB97M-V with the def2-TZVPD basis set.

XYZ file:
```
12
Properties=species:S:1:pos:R:3:mulliken_charge:R:1
C -0.24 0.22 -1.54 -0.92
N -0.29 -0.82 -0.50 -0.16
C 0.24 -0.75 0.74 0.51
C 0.40 0.62 1.36 -0.86
O 0.40 -1.78 1.37 -0.64
H 0.66 0.83 -1.42 0.32
H -1.07 0.93 -1.47 0.30
H -0.21 -0.28 -2.49 0.32
H -0.76 -1.66 -0.82 0.25
H 1.11 0.67 2.17 0.31
H 0.30 1.41 0.63 0.33
H -0.54 0.62 1.95 0.23
```

Energy relative to the best compared isomer or geometry (same formula, charge and spin): 0.722 eV
SMILES: CNC(C)=O
Multiplicity: 1

***

Computed, not measured: a cluster of 2 separate species, C3H7NO in total at a distorted geometry, with ωB97M-V with the def2-TZVPD basis set.

XYZ file:
```
12
Properties=species:S:1:pos:R:3:mulliken_charge:R:1
C 1.29 2.22 -0.19 -0.85
C 1.27 0.82 0.51 0.20
O 1.01 -0.20 -0.15 -0.44
H 1.17 3.13 0.38 0.32
H 2.28 2.22 -0.61 0.24
H 0.56 2.21 -1.01 0.27
H 1.86 0.71 1.53 0.26
C -1.48 -1.94 -0.37 -0.20
N -2.18 -1.15 0.36 -0.50
H -1.26 -2.96 0.11 0.21
H -1.06 -1.81 -1.34 0.26
H -2.83 -0.51 -0.14 0.24
```

Energy relative to the best compared isomer or geometry (same formula, charge and spin): 3.009 eV
SMILES: CC=O.C=N
Multiplicity: 1

***

Computed, not measured: the molecule C3H7NO at a distorted geometry, with ωB97M-V with the def2-TZVPD basis set.

XYZ file:
```
12
Properties=species:S:1:pos:R:3:mulliken_charge:R:1
C -1.39 -0.53 -1.04 -1.00
C -0.11 -0.15 -0.33 0.96
C 0.94 -1.23 -0.18 -1.37
N -0.33 0.98 0.35 -0.40
O 0.75 1.36 1.17 -0.36
H -1.27 -0.98 -2.10 0.28
H -1.72 -1.56 -0.56 0.24
H -2.32 0.16 -0.91 0.30
H 0.96 -1.59 0.93 0.34
H 1.97 -0.82 -0.40 0.38
H 0.75 -2.02 -0.86 0.33
H 1.28 0.58 1.34 0.31
```

Energy relative to the best compared isomer or geometry (same formula, charge and spin): 3.277 eV
SMILES: CC(C)=NO
Multiplicity: 1

***

Computed, not measured: the molecule C3H7NO at a distorted geometry, with ωB97M-V with the def2-TZVPD basis set.

XYZ file:
```
12
Properties=species:S:1:pos:R:3:mulliken_charge:R:1
C -0.12 -0.13 -1.48 -0.66
N 0.55 -0.86 -0.32 -0.39
C 0.49 -0.11 0.95 -0.46
C -0.85 0.46 1.36 0.04
O -1.91 0.27 0.77 -0.48
H 0.12 1.08 -1.56 0.21
H -1.33 -0.28 -1.55 0.20
H 0.32 -0.60 -2.51 0.28
H 1.52 -1.13 -0.52 0.26
H 1.12 0.80 0.81 0.30
H 0.96 -0.66 1.84 0.32
H -0.87 1.16 2.20 0.36
```

Energy relative to the best compared isomer or geometry (same formula, charge and spin): 2.590 eV
SMILES: CNCC=O
Multiplicity: 1

***

Computed, not measured: the molecule C3H7NO at a distorted geometry, with ωB97M-V with the def2-TZVPD basis set.

XYZ file:
```
12
Properties=species:S:1:pos:R:3:mulliken_charge:R:1
C -1.29 -0.04 -0.91 -1.03
C -0.09 0.27 -0.16 1.04
C 0.41 -0.77 0.67 -1.20
N 0.36 1.46 -0.17 -0.49
O 1.66 1.77 0.38 -0.32
H -0.99 -0.75 -1.74 0.26
H -2.17 -0.57 -0.36 0.27
H -1.63 0.89 -1.43 0.35
H 0.00 -0.64 1.77 0.26
H 1.64 -0.72 0.78 0.31
H 0.06 -1.82 0.35 0.28
H 2.03 0.92 0.82 0.27
```

Energy relative to the best compared isomer or geometry (same formula, charge and spin): 3.415 eV
SMILES: CC(C)=NO
Multiplicity: 1

***

Computed, not measured: the molecule C3H7NO at a distorted geometry, with ωB97M-V with the def2-TZVPD basis set.

XYZ file:
```
12
Properties=species:S:1:pos:R:3:mulliken_charge:R:1
N 1.15 0.81 -0.56 -0.65
C 0.33 -0.12 0.15 0.72
O 1.01 -0.97 1.02 -0.54
C -0.88 -0.69 -0.54 -0.62
C -1.06 0.41 0.49 -0.75
H 0.68 1.70 -0.64 0.24
H 2.04 0.99 -0.07 0.22
H 1.64 -1.51 0.52 0.36
H -1.06 -0.43 -1.54 0.27
H -1.07 -1.72 -0.31 0.25
H -1.30 1.35 0.01 0.24
H -1.48 0.19 1.45 0.26
```

Energy relative to the best compared isomer or geometry (same formula, charge and spin): 1.999 eV
SMILES: NC1(O)CC1
Multiplicity: 1

***

Computed, not measured: the molecule C3H7NO at a distorted geometry, with ωB97M-V with the def2-TZVPD basis set.

XYZ file:
```
12
Properties=species:S:1:pos:R:3:mulliken_charge:R:1
O 0.78 -1.82 0.42 -0.50
C 0.21 -0.93 -0.56 -0.67
C 0.29 0.46 -0.06 0.25
C -0.84 1.04 0.78 -0.44
N -0.67 1.40 -0.62 -0.59
H 1.75 -1.73 0.23 0.31
H -0.86 -1.11 -0.71 0.32
H 0.82 -1.09 -1.50 0.23
H 1.27 0.89 0.13 0.36
H -0.56 1.76 1.54 0.28
H -1.72 0.40 1.05 0.19
H -0.20 2.29 -0.79 0.25
```

Energy relative to the best compared isomer or geometry (same formula, charge and spin): 2.367 eV
SMILES: OC[C@@H]1CN1
Multiplicity: 1

***

Computed, not measured: the molecule C3H7NO at a distorted geometry, with ωB97M-V with the def2-TZVPD basis set.

XYZ file:
```
12
Properties=species:S:1:pos:R:3:mulliken_charge:R:1
C -1.59 -0.38 -0.91 -0.77
N -0.44 0.05 -0.23 -0.33
C -0.31 0.36 0.97 0.09
O 0.97 0.57 1.39 -0.36
C 1.90 0.32 0.30 -0.59
H -2.57 -0.32 -0.42 0.26
H -1.57 0.24 -1.82 0.27
H -1.38 -1.42 -1.16 0.27
H -1.21 0.43 1.61 0.37
H 1.79 -0.70 -0.10 0.27
H 1.73 0.99 -0.54 0.27
H 2.90 0.45 0.70 0.25
```

Energy relative to the best compared isomer or geometry (same formula, charge and spin): 2.044 eV
SMILES: C/N=C/OC
Multiplicity: 1

***

Computed, not measured: a cluster of 2 separate species, C3H7NO in total at a distorted geometry, with ωB97M-V with the def2-TZVPD basis set.

XYZ file:
```
12
Properties=species:S:1:pos:R:3:mulliken_charge:R:1
C 1.45 -0.99 2.10 -0.32
N 0.76 -0.56 1.10 -0.35
C 0.79 0.84 0.73 -0.56
H 2.19 -1.74 1.82 0.26
H 1.22 -0.69 3.13 0.28
H 1.80 1.23 0.62 0.26
H 0.26 0.97 -0.21 0.13
H 0.23 1.54 1.41 0.30
C -2.20 -0.11 -2.71 -0.05
O -3.20 0.02 -2.06 -0.38
H -1.44 0.64 -2.95 0.22
H -1.87 -1.14 -2.98 0.21
```

Energy relative to the best compared isomer or geometry (same formula, charge and spin): 4.332 eV
SMILES: C=NC.C=O
Multiplicity: 1

***

What did the seventh record say?
Computed, not measured: the molecule C3H7NO at a distorted geometry, with ωB97M-V with the def2-TZVPD basis set.

XYZ file:
```
12
Properties=species:S:1:pos:R:3:mulliken_charge:R:1
C -0.12 -0.13 -1.48 -0.66
N 0.55 -0.86 -0.32 -0.39
C 0.49 -0.11 0.95 -0.46
C -0.85 0.46 1.36 0.04
O -1.91 0.27 0.77 -0.48
H 0.12 1.08 -1.56 0.21
H -1.33 -0.28 -1.55 0.20
H 0.32 -0.60 -2.51 0.28
H 1.52 -1.13 -0.52 0.26
H 1.12 0.80 0.81 0.30
H 0.96 -0.66 1.84 0.32
H -0.87 1.16 2.20 0.36
```

Energy relative to the best compared isomer or geometry (same formula, charge and spin): 2.590 eV
SMILES: CNCC=O
Multiplicity: 1

***

Which of these has the lowest energy relative to the best compared isomer or geometry (same formula, charge and spin)?
number 3

***

Look up the energy relative to the best compared isomer or geometry (same formula, charge and spin) of the ninth one.
1.999 eV